Entry from the Open Molecules 2025 dataset: a molecular structure, C38H35AsCaF6N5O6S2 in a non-equilibrium geometry (ωB97M-V with the def2-TZVPD basis set).

HOMO energy	-4.463	eV
DFT total energy	-176967.1484	eV
total charge	-1

Element x y z (Å)
Ca: -1.917 1.077 0.793
O: -1.116 -1.316 4.308
C: -1.599 -0.708 3.362
N: -1.138 0.407 2.768
C: 0.146 0.786 2.911
O: 1.115 0.084 3.170
C: 0.377 2.241 2.624
C: 1.440 2.878 3.265
C: 1.694 4.205 2.967
C: 0.900 4.832 2.017
C: -0.120 4.105 1.419
N: -0.391 2.846 1.727
C: -2.956 -1.132 2.842
C: -3.499 -2.324 3.319
C: -4.755 -2.707 2.891
C: -5.440 -1.863 2.031
C: -4.817 -0.697 1.603
N: -3.600 -0.348 1.984
H: 2.042 2.306 3.955
H: 2.502 4.736 3.451
H: 1.088 5.857 1.730
H: -0.725 4.555 0.643
H: -2.913 -2.909 4.010
H: -5.196 -3.636 3.227
H: -6.442 -2.093 1.702
H: -5.329 -0.014 0.940
F: -5.141 5.090 -0.646
C: -4.291 4.686 0.300
F: -4.664 5.268 1.446
F: -3.085 5.167 -0.017
S: -4.201 2.811 0.484
O: -3.215 2.657 1.503
O: -5.524 2.385 0.790
N: -3.695 2.465 -0.958
S: -3.848 0.964 -1.386
O: -2.824 0.118 -0.860
O: -5.175 0.453 -1.330
C: -3.495 1.075 -3.227
F: -4.413 1.831 -3.839
F: -3.565 -0.145 -3.767
F: -2.297 1.573 -3.505
C: 7.253 -0.819 1.084
C: 5.755 -0.825 0.952
C: 5.019 -1.994 1.070
C: 3.637 -1.991 0.958
C: 2.893 -3.278 1.161
C: 2.927 -0.809 0.658
As: 0.889 -1.046 0.624
N: 0.019 0.414 -0.001
C: 0.383 1.115 -1.091
C: 1.475 0.804 -1.931
C: 1.868 1.636 -2.953
C: 1.205 2.831 -3.195
C: 0.102 3.147 -2.414
C: -0.317 2.303 -1.412
C: 0.598 -2.312 -0.989
C: 1.362 -2.654 -2.110
C: 2.834 -2.372 -2.272
C: 0.790 -3.370 -3.162
C: -0.527 -3.777 -3.145
C: -1.156 -4.497 -4.302
C: -1.261 -3.519 -1.996
C: -0.715 -2.822 -0.932
C: -1.555 -2.660 0.302
C: 3.667 0.380 0.617
C: 3.029 1.731 0.448
C: 5.053 0.352 0.751
H: 7.639 -1.836 1.117
H: 7.551 -0.317 2.005
H: 7.717 -0.292 0.251
H: 5.532 -2.929 1.265
H: 3.572 -4.100 1.375
H: 2.300 -3.512 0.276
H: 2.194 -3.147 1.992
H: 2.035 -0.092 -1.712
H: 2.729 1.366 -3.551
H: 1.521 3.491 -3.988
H: -0.434 4.076 -2.581
H: -1.204 2.552 -0.829
H: 3.245 -1.828 -1.428
H: 3.012 -1.809 -3.187
H: 3.372 -3.318 -2.361
H: 1.404 -3.611 -4.021
H: -0.428 -4.679 -5.091
H: -1.970 -3.900 -4.714
H: -1.570 -5.452 -3.979
H: -2.284 -3.868 -1.939
H: -2.501 -3.193 0.194
H: -1.759 -1.600 0.463
H: -1.021 -3.049 1.174
H: 1.979 1.683 0.727
H: 3.081 2.075 -0.585
H: 3.538 2.468 1.070
H: 5.598 1.285 0.684

Atom charges from the Mulliken analysis, given in e for atoms 1 to 8: number 1, Ca, carries 1.372; number 2, O, carries -0.749; number 3, C, carries 0.007; number 4, N, carries -0.296; number 5, C, carries 0.043; number 6, O, carries -0.703; number 7, C, carries 0.118; number 8, C, carries -0.717

Entry from the Open Molecules 2025 dataset: 11 unconnected molecules or ions with the total composition C36H88O33S8 in a non-equilibrium geometry (ωB97M-V with the def2-TZVPD basis set).

SMILES	CCOS(C)(=O)=O.CCOS(C)(=O)=O.CCOS(C)(=O)=O.CCOS(C)(=O)=O.CCOS(C)(=O)=O.CCOS(C)(=O)=O.CCOS(C)(=O)=O.CCOS(C)(=O)=O.CCOC(=O)OC.CCOC(=O)OC.CCOC(=O)OC
HOMO energy	-10.374	eV
DFT total energy	-193003.6511	eV

Element x y z (Å)
C: 15.767 15.814 11.983
C: 16.414 16.100 13.311
O: 16.971 17.454 13.124
S: 18.273 17.850 13.900
C: 17.741 18.058 15.565
O: 19.242 16.772 13.924
O: 18.640 19.099 13.296
H: 15.384 14.809 11.918
H: 16.468 15.968 11.190
H: 14.910 16.515 11.835
H: 15.763 16.191 14.179
H: 17.280 15.427 13.492
H: 16.924 18.754 15.562
H: 18.643 18.345 16.146
H: 17.339 17.116 15.930
C: 9.834 9.284 15.683
C: 10.817 10.119 16.535
O: 10.036 10.415 17.810
S: 10.768 11.284 18.933
C: 9.428 12.365 19.371
O: 10.975 10.499 20.151
O: 11.901 12.010 18.382
H: 9.214 9.920 15.037
H: 9.258 8.486 16.127
H: 10.422 8.842 14.882
H: 11.651 9.452 16.798
H: 11.190 11.016 16.022
H: 8.593 11.736 19.600
H: 9.278 13.044 18.510
H: 9.669 12.937 20.323
C: 16.111 12.191 12.412
C: 16.363 11.558 13.762
O: 15.171 10.764 14.053
S: 15.202 9.392 14.784
C: 15.523 9.852 16.429
O: 13.817 8.975 14.801
O: 16.192 8.510 14.221
H: 16.374 11.538 11.569
H: 16.590 13.189 12.220
H: 15.049 12.409 12.411
H: 17.219 10.886 13.874
H: 16.385 12.279 14.590
H: 15.656 8.886 16.902
H: 14.727 10.360 16.989
H: 16.502 10.293 16.503
C: 11.440 10.964 11.138
C: 10.230 11.423 11.949
O: 9.135 11.825 10.898
S: 7.690 11.718 11.460
C: 6.865 11.599 9.770
O: 7.501 10.486 12.154
O: 7.342 12.979 12.045
H: 12.113 10.483 11.894
H: 11.946 11.857 10.744
H: 11.213 10.315 10.380
H: 9.647 10.703 12.513
H: 10.396 12.388 12.429
H: 7.107 10.623 9.343
H: 7.263 12.433 9.200
H: 5.811 11.789 9.935
C: 8.328 15.679 17.117
C: 8.886 16.657 18.107
O: 8.893 16.002 19.442
S: 10.238 15.678 20.023
C: 10.938 17.274 20.291
O: 9.991 14.956 21.191
O: 11.023 15.003 19.056
H: 7.329 15.361 17.528
H: 8.993 14.785 17.127
H: 8.134 16.247 16.149
H: 9.941 16.890 17.806
H: 8.237 17.520 18.184
H: 11.126 17.721 19.284
H: 11.842 17.094 20.844
H: 10.227 17.903 20.808
C: 8.467 16.478 11.899
C: 9.231 15.577 10.955
O: 10.459 16.174 10.419
S: 11.729 15.313 10.341
C: 11.323 14.311 8.948
O: 12.791 16.237 10.032
O: 11.892 14.418 11.486
H: 7.605 15.899 12.251
H: 8.082 17.409 11.447
H: 9.080 16.665 12.778
H: 9.437 14.593 11.341
H: 8.653 15.404 10.062
H: 10.739 13.455 9.375
H: 12.249 13.919 8.568
H: 10.879 14.879 8.087
C: 18.212 11.179 19.800
C: 17.316 10.217 20.571
O: 16.178 10.839 21.117
S: 15.099 11.485 20.255
C: 13.620 11.228 21.173
O: 15.417 12.898 20.150
O: 14.939 10.678 19.070
H: 18.760 11.854 20.432
H: 17.539 11.724 19.152
H: 18.992 10.595 19.312
H: 16.967 9.434 19.944
H: 17.718 9.798 21.418
H: 13.684 11.521 22.224
H: 13.472 10.136 21.106
H: 12.814 11.694 20.646
C: 11.670 13.751 15.170
C: 13.030 13.003 15.367
O: 14.085 14.019 15.304
S: 15.020 14.166 16.545
C: 13.979 14.831 17.743
O: 15.512 12.875 16.947
O: 15.971 15.172 16.190
H: 11.604 14.599 15.865
H: 10.936 12.990 15.496
H: 11.568 13.991 14.130
H: 12.926 12.433 16.285
H: 13.244 12.306 14.547
H: 13.208 14.061 17.858
H: 13.486 15.689 17.395
H: 14.501 15.005 18.662
C: 19.865 14.626 17.860
C: 19.224 14.352 16.542
O: 20.223 13.943 15.548
C: 19.714 13.526 14.381
O: 18.553 13.386 14.154
O: 20.685 13.417 13.454
C: 20.401 12.618 12.250
H: 20.401 13.733 18.155
H: 19.094 14.862 18.615
H: 20.607 15.420 17.789
H: 18.740 15.240 16.118
H: 18.432 13.603 16.553
H: 19.569 13.100 11.690
H: 20.187 11.557 12.497
H: 21.293 12.709 11.566
C: 12.500 18.133 13.508
C: 12.588 17.852 15.011
O: 13.561 18.703 15.587
C: 13.640 18.530 16.853
O: 12.878 17.870 17.582
O: 14.695 19.116 17.354
C: 14.973 18.853 18.748
H: 11.978 19.044 13.329
H: 11.898 17.361 13.042
H: 13.540 18.276 13.231
H: 12.968 16.823 15.058
H: 11.710 17.922 15.702
H: 15.909 18.401 18.904
H: 14.274 18.223 19.256
H: 14.854 19.825 19.244
C: 17.864 15.157 22.017
C: 16.588 15.841 21.596
O: 15.469 15.431 22.467
C: 14.242 15.397 22.104
O: 13.780 15.921 21.097
O: 13.361 14.849 22.927
C: 13.767 14.364 24.243
H: 18.016 15.293 23.102
H: 18.592 15.678 21.477
H: 17.833 14.104 21.839
H: 16.440 15.728 20.525
H: 16.629 16.895 21.783
H: 12.877 14.415 24.829
H: 14.586 14.939 24.743
H: 14.141 13.362 24.173

Atom charges from the Mulliken analysis, given in e for atoms 1 to 8: number 1, C, carries -1.282; number 2, C, carries 1.827; number 3, O, carries -0.479; number 4, S, carries 1.155; number 5, C, carries -0.335; number 6, O, carries -0.565; number 7, O, carries -0.702; number 8, H, carries -0.127

Entry from the Open Molecules 2025 dataset: 5 unconnected molecules or ions with the total composition C36H80ClN4 in a non-equilibrium geometry (ωB97M-V with the def2-TZVPD basis set).

HOMO energy	-15.652	eV
DFT total energy	-57086.9846	eV
total charge	+3

Element x y z (Å)
C: -0.184 -4.252 -4.279
C: -0.859 -4.210 -2.886
C: -1.900 -3.088 -2.655
C: -2.333 -3.128 -1.113
N: -3.575 -2.184 -0.943
C: -3.823 -1.913 0.567
C: -4.647 -0.649 0.609
C: -4.062 0.227 -0.500
C: -3.416 -0.723 -1.491
C: -4.816 -2.951 -1.523
H: 0.205 -3.259 -4.504
H: -0.739 -4.595 -5.152
H: 0.717 -4.867 -4.299
H: -0.155 -4.154 -2.055
H: -1.348 -5.148 -2.622
H: -2.551 -2.952 -3.518
H: -1.384 -2.133 -2.759
H: -1.602 -2.864 -0.349
H: -2.803 -4.083 -0.879
H: -4.321 -2.769 1.022
H: -2.778 -1.878 0.875
H: -5.690 -0.863 0.372
H: -4.708 -0.034 1.506
H: -4.829 0.823 -0.993
H: -3.369 0.965 -0.096
H: -3.786 -0.620 -2.511
H: -2.377 -0.410 -1.602
H: -5.631 -2.292 -1.224
H: -4.961 -3.980 -1.193
H: -4.581 -2.848 -2.582
C: 1.603 1.222 -5.608
C: 1.060 0.157 -4.612
C: 2.253 -0.558 -3.865
C: 1.686 -1.250 -2.648
N: 2.818 -1.967 -1.862
C: 3.608 -3.031 -2.670
C: 4.112 -4.047 -1.641
C: 3.013 -4.136 -0.623
C: 2.250 -2.833 -0.671
C: 3.786 -0.900 -1.331
H: 0.859 1.421 -6.380
H: 2.399 0.859 -6.257
H: 1.776 2.102 -4.988
H: 0.469 -0.532 -5.215
H: 0.399 0.684 -3.924
H: 3.056 0.075 -3.486
H: 2.755 -1.246 -4.545
H: 0.923 -1.871 -3.117
H: 1.106 -0.711 -1.899
H: 4.366 -2.394 -3.126
H: 2.910 -3.365 -3.438
H: 5.077 -3.872 -1.164
H: 4.149 -5.075 -1.999
H: 3.368 -4.104 0.407
H: 2.442 -5.042 -0.829
H: 2.176 -2.298 0.276
H: 1.235 -2.970 -1.046
H: 4.406 -0.564 -2.162
H: 4.494 -1.484 -0.743
H: 3.282 -0.121 -0.759
C: 3.928 -2.150 3.555
C: 2.930 -2.106 4.747
C: 1.852 -1.050 4.511
C: 0.808 -1.019 5.586
N: -0.427 -0.190 5.154
C: -1.257 0.194 6.372
C: -2.735 -0.213 6.123
C: -2.551 -1.489 5.386
C: -1.443 -1.121 4.474
C: -0.211 1.020 4.283
H: 3.360 -2.295 2.636
H: 4.621 -2.991 3.586
H: 4.465 -1.211 3.425
H: 3.371 -2.062 5.743
H: 2.370 -3.037 4.829
H: 1.391 -1.405 3.590
H: 2.363 -0.096 4.375
H: 1.322 -0.621 6.460
H: 0.553 -2.035 5.886
H: -1.097 1.229 6.675
H: -0.960 -0.482 7.174
H: -3.335 0.490 5.545
H: -3.139 -0.203 7.135
H: -3.507 -1.751 4.934
H: -2.226 -2.326 6.003
H: -1.811 -0.565 3.612
H: -1.107 -2.056 4.026
H: 0.145 0.668 3.315
H: 0.463 1.673 4.839
H: -1.196 1.482 4.214
C: 1.448 6.033 -3.594
C: 0.336 6.928 -3.022
C: -0.445 6.124 -2.000
C: 0.429 5.866 -0.744
N: 0.109 4.505 -0.093
C: -1.408 4.551 0.270
C: -1.456 3.326 1.240
C: -0.116 3.209 1.872
C: 0.771 4.243 1.243
C: 0.461 3.317 -1.053
H: 2.126 6.496 -4.311
H: 0.981 5.204 -4.127
H: 2.248 5.718 -2.924
H: -0.389 7.235 -3.776
H: 0.681 7.884 -2.629
H: -1.016 5.339 -2.496
H: -1.340 6.639 -1.651
H: 0.292 6.658 -0.008
H: 1.473 5.617 -0.934
H: -2.136 4.565 -0.541
H: -1.662 5.477 0.784
H: -1.651 2.388 0.720
H: -2.307 3.419 1.915
H: 0.329 2.234 1.677
H: -0.054 3.329 2.954
H: 1.838 4.041 1.149
H: 0.548 5.153 1.801
H: 0.062 3.542 -2.042
H: 0.066 2.396 -0.623
H: 1.550 3.334 -1.097
Cl: -0.234 -0.371 0.547

Atom charges from the Mulliken analysis, given in e for atoms 1 to 8: number 1, C, carries -1.129; number 2, C, carries -0.205; number 3, C, carries 0.061; number 4, C, carries -0.896; number 5, N, carries 0.153; number 6, C, carries -0.385; number 7, C, carries -0.825; number 8, C, carries 0.158

Entry from the Open Molecules 2025 dataset: C6H8OS in the gas phase in a non-equilibrium geometry (ωB97M-V with the def2-TZVPD basis set).

SMILES	C/C(C=O)=C(\C)C=S
HOMO energy	-8.642	eV
DFT total energy	-19232.8452	eV

Element x y z (Å)
C: -2.262 -1.122 -0.974
C: -1.197 -0.135 -0.599
C: -1.610 1.343 -0.656
O: -0.911 2.333 -0.505
C: -0.032 -0.544 -0.055
C: 0.299 -2.011 0.148
C: 0.960 0.461 0.447
S: 2.424 0.109 1.074
H: -2.654 -1.667 -0.113
H: -1.898 -1.882 -1.615
H: -3.098 -0.631 -1.471
H: -2.696 1.505 -0.768
H: 0.537 -2.303 1.185
H: -0.490 -2.667 -0.190
H: 1.240 -2.181 -0.381
H: 0.620 1.471 0.343

Atom charges from the natural (NBO) analysis, given in e for atoms 1 to 8: number 1, C, carries -0.653; number 2, C, carries -0.079; number 3, C, carries 0.407; number 4, O, carries -0.519; number 5, C, carries 0.003; number 6, C, carries -0.664; number 7, C, carries -0.286; number 8, S, carries 0.050